(1)
Entry from the Open Molecules 2025 dataset: one molecule with the formula C15H21N3O2S (wB97M-V/def2-TZVPD).

calculated total energy = -35296.413 eV
SMILES = CC(=O)c1ccc(NC(=S)N2CCN(CCO)CC2)cc1

Geometry as ORCA input:
```
! wB97M-V def2-TZVPD RIJCOSX def2/J DEFGRID3
* xyz 0 1
C 4.403 2.361 0.813
C 4.563 1.020 0.137
O 5.622 0.676 -0.344
C 3.370 0.146 0.082
C 2.151 0.461 0.683
C 1.074 -0.393 0.581
C 1.178 -1.585 -0.139
N 0.114 -2.465 -0.275
C -1.210 -2.268 0.055
S -2.004 -3.513 0.804
N -1.804 -1.106 -0.277
C -3.167 -0.838 0.127
C -3.297 0.636 0.505
N -2.944 1.447 -0.642
C -3.327 2.836 -0.557
C -2.723 3.668 0.588
O -1.338 3.848 0.374
C -1.560 1.216 -1.009
C -1.387 -0.258 -1.376
C 2.407 -1.924 -0.711
C 3.478 -1.069 -0.602
H 4.155 2.222 1.863
H 5.338 2.911 0.738
H 3.608 2.931 0.337
H 2.036 1.372 1.249
H 0.147 -0.156 1.079
H 0.367 -3.445 -0.299
H -3.416 -1.478 0.975
H -3.850 -1.063 -0.700
H -4.331 0.846 0.784
H -2.649 0.835 1.377
H -3.048 3.310 -1.501
H -4.415 2.872 -0.456
H -3.238 4.639 0.607
H -2.902 3.169 1.551
H -0.998 4.473 1.022
H -1.321 1.831 -1.877
H -0.865 1.487 -0.201
H -0.353 -0.459 -1.650
H -2.032 -0.477 -2.238
H 2.504 -2.859 -1.242
H 4.429 -1.317 -1.049
*
```



(2)
Entry from the Open Molecules 2025 dataset: C5H8O as an isolated structure (wB97M-V/def2-TZVPD).

calculated total energy = -7358.875 eV

Geometry as ORCA input:
```
! wB97M-V def2-TZVPD RIJCOSX def2/J DEFGRID3
* xyz 0 1
C 0.934 0.234 1.284
C 1.631 1.233 1.808
C -0.611 -1.310 -1.038
C -0.544 0.035 -1.722
O -1.751 0.414 -0.977
C -1.693 -0.842 -0.418
H 1.394 -0.566 0.708
H -0.145 0.180 1.390
H 1.139 2.025 2.367
H 2.711 1.294 1.705
H 0.232 0.762 -1.457
H -0.695 0.006 -2.804
H -2.406 -1.171 0.331
H -0.195 -2.295 -1.177
*
```



(3)
Entry from the Open Molecules 2025 dataset: C24HCuF15GeN12S as an isolated structure (wB97M-V/def2-TZVPD).

calculated total energy = -195538.118 eV

Geometry as ORCA input:
```
! wB97M-V def2-TZVPD RIJCOSX def2/J DEFGRID3
* xyz -2 2
Cu -2.450 -1.853 0.777
N -5.401 -0.499 1.328
C -4.346 0.345 1.088
N -4.463 1.656 1.085
N -3.211 2.100 0.814
N -2.397 1.119 0.666
N -3.093 -0.043 0.838
C -5.323 -1.868 1.361
N -6.346 -2.653 1.631
N -5.834 -3.906 1.546
N -4.586 -3.873 1.247
N -4.217 -2.571 1.117
H -6.289 -0.084 1.541
N -1.522 -3.483 0.695
C -1.419 -4.626 0.552
C -1.227 -5.991 0.385
C -1.328 -6.877 1.492
N -1.389 -7.621 2.374
C -0.886 -6.516 -0.891
N -0.605 -6.967 -1.917
F 2.104 -1.092 -2.338
C 3.114 -0.819 -1.504
C 2.964 0.162 -0.533
C 4.081 0.420 0.237
F 4.078 1.410 1.146
C 5.264 -0.281 0.097
F 6.332 0.008 0.857
C 5.357 -1.275 -0.853
F 6.498 -1.957 -0.998
C 4.281 -1.540 -1.675
F 4.391 -2.469 -2.630
Ge 1.066 0.712 -0.138
S 0.092 -1.029 0.515
C 0.635 1.619 -1.863
C -0.490 1.331 -2.616
F -1.409 0.481 -2.169
C -0.709 1.903 -3.858
F -1.802 1.616 -4.571
C 0.218 2.785 -4.372
F 0.018 3.345 -5.571
C 1.352 3.096 -3.648
F 2.245 3.962 -4.150
C 1.539 2.512 -2.411
F 2.636 2.877 -1.725
C 1.188 2.206 1.193
C 1.540 1.860 2.491
F 1.963 0.622 2.765
C 1.499 2.754 3.543
F 1.853 2.387 4.781
C 1.097 4.053 3.307
F 1.060 4.936 4.311
C 0.740 4.438 2.034
F 0.369 5.706 1.807
C 0.774 3.513 1.007
F 0.389 3.958 -0.198
*
```



(4)
Entry from the Open Molecules 2025 dataset: C28H78CaF3N6O12P as an isolated structure (wB97M-V/def2-TZVPD).

calculated total energy = -99645.116 eV

Geometry as ORCA input:
```
! wB97M-V def2-TZVPD RIJCOSX def2/J DEFGRID3
* xyz 4 1
Ca 3.010 4.294 -1.117
P -0.353 1.265 -0.056
O -1.550 1.353 -1.042
O 0.041 2.606 0.532
O 0.979 0.906 -0.755
O -0.661 0.279 1.144
C 0.210 1.099 8.167
C -0.931 2.135 7.853
C -1.043 3.373 8.770
O -0.006 4.350 8.527
C -0.039 5.415 9.401
N -0.943 2.619 6.428
H -0.914 1.950 5.672
H -1.707 3.252 6.238
H -0.109 3.108 6.138
H 1.199 1.558 8.190
H 0.101 0.382 7.353
H -0.085 0.536 9.052
H -1.938 1.733 7.954
H -0.872 3.082 9.807
H -2.060 3.749 8.659
H 0.215 5.084 10.408
H -1.025 5.877 9.340
H 0.643 6.154 8.981
C -5.980 6.807 -2.694
C -4.806 7.449 -1.971
C -5.121 8.878 -1.489
O -3.981 9.450 -0.850
C -4.292 10.769 -0.472
N -4.337 6.480 -0.913
H -5.018 6.307 -0.189
H -4.073 5.610 -1.354
H -3.479 6.816 -0.499
H -6.908 6.644 -2.145
H -5.658 5.855 -3.116
H -6.241 7.531 -3.466
H -3.954 7.537 -2.645
H -5.998 8.833 -0.843
H -5.407 9.397 -2.404
H -4.267 11.399 -1.361
H -3.574 11.301 0.152
H -5.288 11.042 -0.124
C 4.510 -2.964 2.513
C 4.209 -4.130 1.685
C 4.326 -5.543 2.351
O 4.017 -6.623 1.446
C 3.907 -7.911 2.076
N 2.794 -4.115 1.082
H 2.046 -3.842 1.704
H 2.783 -3.246 0.567
H 2.481 -4.838 0.450
H 5.575 -2.967 2.743
H 4.037 -2.767 3.476
H 4.546 -2.100 1.851
H 4.831 -4.143 0.791
H 3.720 -5.617 3.255
H 5.373 -5.721 2.595
H 2.914 -7.941 2.524
H 4.568 -7.939 2.942
H 4.033 -8.673 1.307
C -4.724 -1.839 -5.952
C -4.559 -0.620 -6.913
C -5.928 0.101 -6.997
O -5.932 1.484 -7.352
C -7.236 2.013 -7.638
N -3.457 0.243 -6.324
H -3.575 0.436 -5.339
H -2.557 -0.205 -6.231
H -3.365 1.176 -6.699
H -5.749 -2.211 -5.937
H -4.564 -1.530 -4.919
H -4.020 -2.625 -6.223
H -4.183 -0.994 -7.865
H -6.274 0.021 -5.967
H -6.598 -0.437 -7.667
H -7.049 3.043 -7.942
H -7.725 2.104 -6.668
H -7.877 1.546 -8.385
C -4.481 -4.744 2.791
C -4.965 -4.594 1.328
C -6.152 -5.525 0.975
O -6.643 -5.332 -0.285
C -7.737 -6.158 -0.597
N -5.503 -3.166 1.156
H -6.132 -2.747 1.825
H -4.687 -2.572 1.120
H -6.001 -3.029 0.288
H -4.174 -5.759 3.046
H -5.264 -4.532 3.519
H -3.508 -4.302 3.005
H -4.210 -4.854 0.586
H -7.015 -5.286 1.597
H -5.886 -6.550 1.235
H -7.507 -7.168 -0.258
H -7.958 -6.270 -1.658
H -8.634 -5.934 -0.020
C 8.807 -7.384 -4.431
C 7.407 -6.778 -4.057
C 7.125 -5.401 -4.701
O 5.708 -5.071 -4.660
C 5.410 -3.840 -5.198
N 6.291 -7.730 -4.453
H 6.375 -8.627 -3.998
H 5.353 -7.363 -4.531
H 6.450 -7.955 -5.425
H 9.631 -6.672 -4.374
H 8.843 -7.685 -5.478
H 9.144 -8.256 -3.870
H 7.284 -6.695 -2.977
H 7.455 -5.487 -5.736
H 7.758 -4.616 -4.287
H 4.382 -3.912 -5.552
H 6.070 -3.516 -6.003
H 5.198 -3.133 -4.397
C 7.423 4.582 0.648
O 6.301 4.378 1.540
O 6.834 4.248 -0.570
C 8.197 5.920 0.776
F 7.523 6.971 1.224
F 9.157 5.731 1.720
F 8.760 6.330 -0.367
C 6.460 4.542 2.937
C 5.161 4.522 3.773
H 4.462 5.335 3.573
H 4.604 3.589 3.688
H 5.536 4.561 4.796
H 6.978 5.490 3.084
H 7.118 3.752 3.299
H 8.174 3.800 0.754
*
```



(5)
Entry from the Open Molecules 2025 dataset: C25H25Cl3GeN4Ru as an isolated structure (wB97M-V/def2-TZVPD).

calculated total energy = -128946.494 eV

Geometry as ORCA input:
```
! wB97M-V def2-TZVPD RIJCOSX def2/J DEFGRID3
* xyz 2 1
Ru -0.139 -0.656 -0.345
C -0.573 -0.013 2.554
N -0.670 -1.183 1.617
C -2.078 -1.669 1.513
C -2.857 -0.587 0.848
C -4.186 -0.324 1.105
C -4.803 0.719 0.434
C -4.051 1.487 -0.440
C -2.724 1.166 -0.636
N -2.126 0.135 -0.026
C 0.210 -2.280 2.085
C 1.589 -2.102 1.533
C 2.662 -2.832 2.007
C 3.887 -2.716 1.378
C 4.016 -1.844 0.308
C 2.912 -1.135 -0.105
N 1.703 -1.256 0.485
C -0.028 1.245 1.963
C 0.080 2.386 2.742
C 0.644 3.519 2.189
C 1.095 3.466 0.876
C 0.944 2.295 0.168
N 0.382 1.194 0.698
H 0.078 -0.301 3.379
H -1.555 0.176 2.991
H -2.482 -1.948 2.489
H -2.081 -2.559 0.883
H -4.727 -0.935 1.816
H -5.847 0.942 0.609
H -4.482 2.331 -0.961
H -2.097 1.766 -1.269
H -0.177 -3.222 1.707
H 0.195 -2.344 3.174
H 2.525 -3.502 2.846
H 4.735 -3.294 1.723
H 4.958 -1.721 -0.208
H 2.981 -0.424 -0.908
H -0.269 2.378 3.767
H 0.739 4.426 2.772
H 1.559 4.320 0.403
H 1.293 2.218 -0.847
Cl 1.458 -3.235 -2.497
Ge -0.255 -2.992 -1.197
Cl -2.048 -3.357 -2.350
Cl -0.198 -4.774 0.006
C -0.700 -0.591 -2.454
C 0.107 0.589 -2.608
C -0.376 1.897 -2.866
C 0.500 2.898 -3.203
C 1.881 2.643 -3.258
C 2.382 1.375 -3.009
C 1.497 0.350 -2.707
H -0.241 -1.425 -2.966
H -1.776 -0.603 -2.568
H -1.439 2.076 -2.919
H 0.126 3.879 -3.465
H 2.558 3.441 -3.538
H 3.443 1.181 -3.099
H 1.843 -0.671 -2.617
*
```



(6)
Entry from the Open Molecules 2025 dataset: C33H29BrI2N8O3S2Ti as an isolated structure (wB97M-V/def2-TZVPD).

calculated total energy = -183786.870 eV

Geometry as ORCA input:
```
! wB97M-V def2-TZVPD RIJCOSX def2/J DEFGRID3
* xyz 0 1
Ti -0.345 0.203 0.121
C 2.725 -2.297 1.519
N 1.365 -2.592 1.112
C 1.271 -3.769 0.248
C 1.718 -3.511 -1.181
N 0.778 -2.654 -1.865
C -0.445 -3.343 -2.258
C 1.289 -1.833 -2.892
C 2.425 -2.189 -3.616
C 2.948 -1.350 -4.592
C 2.307 -0.155 -4.878
C 1.161 0.193 -4.177
C 0.644 -0.615 -3.165
S -0.789 -0.035 -2.305
C 0.425 -2.673 2.181
C 0.802 -3.084 3.457
C -0.135 -3.218 4.472
C -1.470 -2.951 4.216
C -1.853 -2.527 2.951
C -0.923 -2.371 1.928
S -1.462 -1.853 0.316
H 2.719 -1.471 2.230
H 3.240 -3.159 1.972
H 3.310 -1.983 0.654
H 0.231 -4.096 0.247
H 1.866 -4.597 0.667
H 1.854 -4.482 -1.687
H 2.697 -3.028 -1.176
H -0.239 -4.098 -3.032
H -1.164 -2.620 -2.638
H -0.900 -3.828 -1.395
H 2.908 -3.137 -3.413
H 3.837 -1.642 -5.137
H 2.694 0.507 -5.642
H 0.658 1.129 -4.388
H 1.840 -3.317 3.658
H 0.181 -3.531 5.460
H -2.209 -3.049 5.002
H -2.888 -2.283 2.746
I -4.428 1.222 -1.156
C -3.603 2.542 0.212
C -4.445 3.490 0.834
C -3.951 4.352 1.767
I -5.271 5.705 2.649
C -2.576 4.310 2.131
C -1.980 5.152 3.098
C -0.656 5.020 3.389
C 0.089 4.034 2.709
N -0.417 3.240 1.805
C -1.735 3.362 1.505
C -2.272 2.468 0.527
O -1.484 1.582 -0.070
H -5.490 3.517 0.560
H -2.588 5.892 3.601
H -0.179 5.647 4.130
H 1.145 3.902 2.931
Br -1.548 -0.259 7.588
C -0.219 0.060 6.279
C 1.110 0.153 6.663
C 2.087 0.358 5.697
C 1.737 0.452 4.360
C 0.400 0.350 3.997
C -0.591 0.169 4.953
C -0.003 0.385 2.577
O -1.187 0.400 2.208
O 0.912 0.358 1.660
H 1.376 0.065 7.707
H 3.124 0.435 5.996
H 2.486 0.595 3.592
H -1.623 0.089 4.645
N 2.815 4.015 -0.997
N 2.554 2.651 -1.063
N 3.433 1.788 -1.517
C 2.790 0.643 -1.324
N 1.595 0.845 -0.761
N 1.463 2.147 -0.602
H 3.229 4.263 -1.891
H 1.906 4.460 -0.908
H 3.178 -0.318 -1.612
*
```



(7)
Entry from the Open Molecules 2025 dataset: C19H22BrF4IN5O2SZn as an isolated structure (wB97M-V/def2-TZVPD).

calculated total energy = -179876.480 eV

Geometry as ORCA input:
```
! wB97M-V def2-TZVPD RIJCOSX def2/J DEFGRID3
* xyz -1 1
Zn 0.467 0.553 0.001
C 1.666 2.304 -2.236
N 2.009 1.219 -1.321
C 2.720 0.177 -2.063
C 2.864 1.730 -0.242
C 3.097 0.696 0.867
N 1.871 -0.024 1.118
C 1.851 -1.136 1.865
C 0.789 -2.047 1.664
F -0.099 -1.729 0.666
C 0.621 -3.197 2.398
F -0.423 -4.016 2.148
C 1.485 -3.506 3.434
C 2.517 -2.612 3.687
F 3.319 -2.859 4.743
C 2.718 -1.474 2.934
F 3.718 -0.633 3.285
H 2.573 2.757 -2.660
H 1.096 3.073 -1.714
H 1.064 1.921 -3.060
H 3.641 0.576 -2.499
H 2.088 -0.208 -2.862
H 2.979 -0.655 -1.409
H 2.354 2.595 0.192
H 3.833 2.048 -0.646
H 3.438 1.237 1.758
H 3.879 -0.016 0.575
H 1.367 -4.410 4.006
I 3.981 -2.890 -0.116
C -2.076 -0.740 2.803
N -1.178 0.354 2.512
C -1.522 1.472 1.867
S -0.291 2.566 1.456
N -2.822 1.720 1.670
C -3.250 2.933 1.015
H -1.494 -1.546 3.235
H -2.561 -1.099 1.891
H -2.838 -0.426 3.518
H -0.190 0.212 2.661
H -3.352 0.891 1.380
H -2.665 3.763 1.406
H -4.305 3.086 1.238
H -3.107 2.883 -0.069
Br -0.300 0.076 -5.829
C -1.688 -0.357 -4.594
C -2.897 -0.874 -5.039
N -3.893 -1.148 -4.205
C -3.724 -0.906 -2.919
C -2.544 -0.394 -2.379
C -1.488 -0.124 -3.252
C -2.415 -0.076 -0.924
O -3.366 -0.277 -0.166
O -1.320 0.478 -0.566
H -3.082 -1.078 -6.084
H -4.559 -1.123 -2.270
H -0.553 0.257 -2.869
*
```